# 1
C40H85CuF6NO19 | wB97M-V/def2-TZVPD

Calculated values
- LUMO (spin up / spin down): 0.146 / -1.403 eV
- Multiplicity: 2
- Charge: 0
- Energy: -5298.62040 Ha
- HOMO-LUMO gap (spin up / spin down): 0.312 / 0.249 Ha
- F_max: 0.0896 Eh/bohr
- Highest occupied orbital energy (spin up / spin down): -0.3071 / -0.3006 Eh

XYZ file:
```
152
C40H85CuF6NO19 wB97M-V/def2-TZVPD
Cu 1.085 -0.085 0.028
C 3.001 -2.701 -1.282
O 3.337 -2.916 0.108
O 2.072 -1.659 -1.284
C 4.347 -2.593 -2.167
F 4.948 -3.797 -2.304
F 3.998 -2.214 -3.379
F 5.128 -1.656 -1.689
C 4.137 -4.102 0.474
C 4.339 -4.122 2.001
H 3.418 -4.275 2.563
H 5.001 -4.908 2.364
H 4.891 -3.255 2.365
H 5.124 -4.027 0.017
H 3.658 -5.026 0.149
H 2.441 -3.574 -1.619
C 0.394 1.370 2.766
O 1.458 0.394 2.768
O -0.024 1.314 1.415
C -0.487 1.224 3.996
F 0.217 1.509 5.149
F -1.517 2.110 3.996
F -0.955 -0.021 4.214
C 2.701 0.668 3.473
C 3.370 -0.650 3.759
H 3.594 -1.158 2.821
H 4.329 -0.531 4.263
H 2.848 -1.363 4.398
H 2.549 1.163 4.432
H 3.356 1.322 2.897
H 0.794 2.381 2.838
C 5.944 0.317 1.049
C 4.490 0.473 0.733
N 3.367 0.620 0.428
H 6.392 1.220 0.633
H 6.285 -0.629 0.630
H 6.084 0.216 2.125
C 1.867 2.537 -1.762
O 1.045 1.407 -1.593
C -0.078 1.298 -2.547
C -1.228 0.505 -1.912
O -0.806 -0.630 -1.187
C -1.764 -1.125 -0.238
C -1.023 -2.266 0.465
O 0.198 -1.794 1.044
C 0.764 -2.806 1.969
H 2.330 2.458 -2.745
H 2.657 2.511 -1.012
H 1.357 3.493 -1.644
H 0.250 0.932 -3.520
H -0.585 2.247 -2.720
H -1.876 0.155 -2.715
H -1.718 1.216 -1.247
H -2.666 -1.470 -0.744
H -2.161 -0.352 0.420
H -0.909 -3.096 -0.231
H -1.742 -2.510 1.246
H 1.788 -2.558 2.249
H 0.857 -3.839 1.634
H 0.052 -2.916 2.787
C 1.706 -2.457 -8.857
O 2.753 -1.799 -8.118
C 2.838 -2.069 -6.695
C 1.840 -1.143 -6.047
O 0.565 -1.729 -5.775
C 0.511 -2.364 -4.479
C -0.915 -2.865 -4.202
O -1.174 -4.164 -4.763
C -1.361 -4.207 -6.155
H 1.871 -2.321 -9.926
H 0.694 -2.162 -8.581
H 1.732 -3.530 -8.667
H 3.839 -1.835 -6.333
H 2.635 -3.110 -6.444
H 1.671 -0.200 -6.567
H 2.296 -0.826 -5.109
H 0.711 -1.578 -3.751
H 1.339 -3.072 -4.436
H -1.568 -2.078 -4.580
H -1.014 -2.993 -3.124
H -0.423 -4.343 -6.693
H -1.956 -3.410 -6.601
H -1.947 -5.098 -6.384
C -3.907 -1.350 3.142
O -3.817 -2.741 3.470
C -2.692 -3.123 4.328
C -2.417 -4.640 4.109
O -1.961 -4.897 2.752
C -1.867 -6.303 2.451
C -1.366 -6.656 1.075
O -0.133 -6.107 0.683
C 1.023 -6.591 1.392
H -4.104 -0.804 4.065
H -4.814 -1.275 2.542
H -3.034 -0.986 2.601
H -2.875 -2.890 5.377
H -1.823 -2.528 4.046
H -3.331 -5.174 4.371
H -1.636 -5.039 4.756
H -2.856 -6.758 2.491
H -1.276 -6.812 3.213
H -2.083 -6.341 0.317
H -1.270 -7.738 0.985
H 1.905 -6.341 0.802
H 1.033 -7.659 1.606
H 1.116 -6.054 2.336
C -3.540 2.279 1.726
O -4.782 2.275 1.069
C -5.286 1.140 0.423
C -6.574 1.463 -0.380
O -7.757 1.494 0.494
C -7.795 2.403 1.554
C -7.849 3.861 1.107
O -9.067 4.101 0.427
C -9.421 5.480 0.291
H -2.786 2.313 0.939
H -3.407 1.378 2.326
H -3.434 3.104 2.430
H -5.487 0.311 1.101
H -4.629 0.595 -0.255
H -6.737 0.781 -1.214
H -6.504 2.412 -0.912
H -6.962 2.257 2.241
H -8.662 2.153 2.167
H -7.028 4.037 0.412
H -7.637 4.555 1.920
H -10.451 5.534 -0.064
H -8.814 6.036 -0.423
H -9.378 6.100 1.186
C -1.427 4.859 0.902
O -0.596 6.006 0.972
C 0.832 5.720 0.988
C 1.606 7.060 0.734
O 2.990 6.886 0.404
C 3.896 6.513 1.427
C 5.318 6.572 0.847
O 5.796 7.863 0.461
C 7.180 7.958 0.284
H -1.277 4.304 1.827
H -1.191 4.254 0.026
H -2.461 5.191 0.812
H 1.027 5.017 0.178
H 1.185 5.337 1.946
H 1.442 7.759 1.554
H 1.112 7.560 -0.100
H 3.593 5.565 1.870
H 3.869 7.193 2.278
H 5.226 5.918 -0.020
H 5.947 6.067 1.580
H 7.431 8.969 -0.038
H 7.569 7.255 -0.453
H 7.743 7.832 1.208
```

=====

# 2
C10H15ClO | wB97M-V/def2-TZVPD

Calculated values
- LUMO: 0.698 eV
- Charge: 0
- Energy: -925.29399 Ha
- HOMO-LUMO gap: 0.339 Ha
- F_max: 0.0773 Eh/bohr
- SMILES string: COC1(C#CCl)C(C)(C)C1(C)C
- Energy above the lowest of the compared OMol25 structures with the same formula, charge and spin: 45.14 kcal/mol
- Highest occupied orbital energy: -0.3133 Eh

XYZ file:
```
27
C10H15ClO wB97M-V/def2-TZVPD
C 0.373 1.518 -1.849
C 0.832 2.206 -2.730
C -0.212 0.514 -0.995
C 0.046 0.440 0.557
C 0.775 -0.648 -0.262
C 0.901 1.537 1.201
C -0.904 0.069 1.582
C 0.447 -2.134 -0.012
C 2.268 -0.349 -0.489
C -1.674 -0.210 -2.597
O -1.537 0.177 -1.263
Cl 1.248 3.117 -4.037
H 0.388 2.355 1.620
H 1.654 2.106 0.555
H 1.575 1.228 1.964
H -0.459 -0.612 2.333
H -1.806 -0.481 1.277
H -1.234 0.993 2.119
H 0.718 -2.393 1.031
H 0.828 -2.870 -0.830
H -0.590 -2.316 -0.133
H 2.591 -0.078 0.555
H 2.499 0.422 -1.251
H 2.760 -1.291 -0.807
H -1.163 0.581 -3.223
H -2.730 -0.053 -2.796
H -1.152 -1.099 -2.944
```

=====

# 3
C21H47OP3SV | wB97M-V/def2-TZVPD

Calculated values
- LUMO (spin up / spin down): -16.363 / -16.481 eV
- Multiplicity: 2
- Charge: +4
- Energy: -3268.09652 Ha
- HOMO-LUMO gap (spin up / spin down): 0.082 / 0.081 Ha
- F_max: 0.0600 Eh/bohr
- Highest occupied orbital energy (spin up / spin down): -0.6830 / -0.6863 Eh

XYZ file:
```
74
C21H47OP3SV wB97M-V/def2-TZVPD
V 0.206 0.146 -0.868
P 1.621 1.135 0.817
P -1.604 1.441 0.083
P 0.844 1.796 -2.443
H -1.082 -1.310 1.508
C -0.725 -1.600 0.514
C 0.647 -1.835 0.300
H 1.361 -1.806 1.142
C 1.663 0.445 2.514
C 1.593 2.919 1.270
C 3.351 0.888 0.296
C -3.266 0.857 -0.400
C -1.751 1.455 1.902
C -1.633 3.234 -0.264
C 2.122 0.997 -3.475
C 1.675 3.384 -2.061
C -0.316 2.331 -3.764
H -1.503 -2.065 -0.122
H 0.987 -2.392 -0.596
H 1.653 -0.648 2.519
H 0.806 0.781 3.111
H 2.597 0.783 2.978
H 0.683 3.184 1.817
H 1.672 3.565 0.393
H 2.459 3.086 1.923
H 3.519 -0.169 0.062
H 3.988 1.179 1.139
H 3.614 1.488 -0.583
H -4.003 1.650 -0.210
H -3.512 -0.023 0.210
H -3.307 0.566 -1.458
H -2.600 2.112 2.146
H -0.842 1.838 2.382
H -1.945 0.440 2.276
H -2.481 3.651 0.294
H -1.764 3.424 -1.337
H -0.713 3.721 0.079
H 2.279 1.655 -4.335
H 1.759 0.014 -3.795
H 3.050 0.884 -2.901
H 1.967 3.814 -3.033
H 2.578 3.211 -1.455
H 0.971 4.067 -1.562
H 0.326 2.619 -4.609
H -0.882 3.217 -3.444
H -1.007 1.530 -4.061
C -1.016 -1.838 -3.735
C -1.889 -1.901 -4.844
C -1.683 -2.831 -5.851
C -0.619 -3.735 -5.765
C 0.297 -3.616 -4.714
C 0.105 -2.668 -3.716
S -1.311 -0.731 -2.423
H 0.858 -0.596 -1.949
H -2.716 -1.203 -4.870
H -2.398 -2.876 -6.682
H -0.519 -4.539 -6.494
H 1.193 -4.224 -4.613
H 0.796 -2.556 -2.883
C 0.824 -3.153 4.043
C -0.643 -2.778 3.992
O -0.795 -1.346 3.960
C -1.423 -0.779 5.115
C -0.529 -0.767 6.344
H 1.418 -2.758 3.207
H 0.896 -4.241 3.975
H 1.276 -2.796 4.978
H -1.046 -3.161 3.044
H -1.199 -3.210 4.847
H -2.357 -1.315 5.345
H -1.677 0.242 4.816
H 0.439 -0.309 6.116
H -0.997 -0.194 7.152
H -0.340 -1.784 6.703
```

=====

# 4
C11H13F8MgN2O4S2Si | wB97M-V/def2-TZVPD

Calculated values
- LUMO: 2.722 eV
- Charge: -1
- Energy: -2922.54074 Ha
- HOMO-LUMO gap: 0.250 Ha
- F_max: 0.0625 Eh/bohr
- Energy above the lowest of the compared OMol25 structures with the same formula, charge and spin: 0.00 kcal/mol
- Highest occupied orbital energy: -0.1505 Eh

XYZ file:
```
42
C11H13F8MgN2O4S2Si wB97M-V/def2-TZVPD
Mg -0.914 -0.761 -1.070
F 0.276 -4.068 -3.255
C 1.616 -4.034 -2.995
F 2.208 -3.735 -4.214
F 2.117 -5.142 -2.553
S 2.008 -2.605 -1.817
O 0.987 -1.617 -2.059
O 3.372 -2.090 -2.000
N 1.701 -3.343 -0.445
S 0.831 -2.867 0.727
O 0.045 -1.631 0.550
O 1.383 -3.048 2.059
C -0.686 -3.930 0.765
F -1.626 -3.685 -0.226
F -0.392 -5.241 0.684
F -1.366 -3.702 1.913
C 1.969 0.556 1.485
Si 1.227 1.779 0.301
C 1.474 3.548 1.052
C 2.132 1.767 -1.432
N -0.435 1.289 -0.068
C -1.586 1.702 0.578
C -1.782 2.897 1.318
C -2.998 3.422 1.669
C -4.154 2.778 1.257
C -4.040 1.458 0.760
C -2.808 0.960 0.457
F -2.720 -0.425 0.239
H 2.937 0.886 1.866
H 2.156 -0.402 0.955
H 1.297 0.435 2.368
H 2.567 3.749 1.055
H 1.150 3.737 2.089
H 1.055 4.366 0.411
H 3.093 2.304 -1.441
H 1.402 2.345 -2.103
H 2.227 0.703 -1.789
H -0.859 3.488 1.484
H -3.059 4.358 2.208
H -5.121 3.339 1.171
H -4.929 0.834 0.638
F -1.754 -0.373 -2.594
```

=====

# 5
C7H16N | wB97M-V/def2-TZVPD

Calculated values
- LUMO: -3.171 eV
- Charge: +1
- Energy: -330.77410 Ha
- HOMO-LUMO gap: 0.382 Ha
- F_max: 0.0615 Eh/bohr
- SMILES string: C=CCCC[C@@H](C)[NH3+]
- Energy above the lowest of the compared OMol25 structures with the same formula, charge and spin: 34.21 kcal/mol
- Highest occupied orbital energy: -0.4985 Eh

XYZ file:
```
24
C7H16N wB97M-V/def2-TZVPD
C 2.685 0.160 -1.601
C 1.214 0.179 -1.209
C 1.003 0.742 0.218
C -0.426 1.334 0.405
C -1.253 0.777 1.547
C -1.473 -0.770 1.411
C -2.631 -1.093 0.811
N 0.469 -1.167 -1.134
H 2.701 0.010 -2.686
H 3.285 -0.417 -0.905
H 2.958 1.224 -1.570
H 0.602 0.786 -1.872
H 1.009 -0.036 0.996
H 1.772 1.449 0.514
H -0.532 2.419 0.564
H -0.922 1.275 -0.588
H -0.771 0.932 2.518
H -2.209 1.310 1.541
H -1.008 -1.384 2.180
H -3.005 -2.101 0.627
H -3.357 -0.332 0.537
H 0.291 -1.592 -2.051
H -0.490 -1.019 -0.771
H 0.894 -1.846 -0.494
```

=====

Please write out number 5 again, unchanged.
C7H16N | wB97M-V/def2-TZVPD

Calculated values
- LUMO: -3.171 eV
- Charge: +1
- Energy: -330.77410 Ha
- HOMO-LUMO gap: 0.382 Ha
- F_max: 0.0615 Eh/bohr
- SMILES string: C=CCCC[C@@H](C)[NH3+]
- Energy above the lowest of the compared OMol25 structures with the same formula, charge and spin: 34.21 kcal/mol
- Highest occupied orbital energy: -0.4985 Eh

XYZ file:
```
24
C7H16N wB97M-V/def2-TZVPD
C 2.685 0.160 -1.601
C 1.214 0.179 -1.209
C 1.003 0.742 0.218
C -0.426 1.334 0.405
C -1.253 0.777 1.547
C -1.473 -0.770 1.411
C -2.631 -1.093 0.811
N 0.469 -1.167 -1.134
H 2.701 0.010 -2.686
H 3.285 -0.417 -0.905
H 2.958 1.224 -1.570
H 0.602 0.786 -1.872
H 1.009 -0.036 0.996
H 1.772 1.449 0.514
H -0.532 2.419 0.564
H -0.922 1.275 -0.588
H -0.771 0.932 2.518
H -2.209 1.310 1.541
H -1.008 -1.384 2.180
H -3.005 -2.101 0.627
H -3.357 -0.332 0.537
H 0.291 -1.592 -2.051
H -0.490 -1.019 -0.771
H 0.894 -1.846 -0.494
```

=====

Q: Which of these has the highest charge?
A: C21H47OP3SV

=====

Q: Which of these has the highest F_max?
A: C40H85CuF6NO19

=====

Q: F_max of number 3 (C21H47OP3SV)?
A: 0.0600 Eh/bohr